*i*
9
Properties=species:S:1:pos:R:3:lowdin_charge:R:1 method="wB97M-V/def2-TZVPD" charge=0 lumo_ev="-4.07 / -4.07" multiplicity=1 gap_ha="0.234 / 0.234"
Cl -3.383 -0.895 -0.117 0.600
C 1.906 -0.487 -0.056 -0.336
F 3.200 -0.288 0.001 0.226
O 0.981 1.583 -0.318 0.176
N 1.003 0.406 -0.105 0.081
F 1.585 -1.749 0.145 0.199
C -2.022 0.319 0.137 -0.996
O -0.961 -0.338 0.005 -0.014
O -2.310 1.449 0.308 0.066


*ii*
9
Properties=species:S:1:pos:R:3:lowdin_charge:R:1 method="wB97M-V/def2-TZVPD" smiles="O=C(F)[C@](F)(Cl)[N+](=O)[O-]" charge=0 lumo_ev=-1.86 multiplicity=1 gap_ha=0.382
C 0.576 -0.509 -1.015 -0.422
O -1.504 0.970 1.357 0.164
Cl 1.866 0.971 1.134 0.570
O -0.807 -1.061 1.360 0.142
F 1.430 -1.442 -0.465 0.073
N -0.781 0.093 1.065 -0.403
C 0.244 0.494 0.019 -0.514
O 0.248 -0.552 -2.129 0.261
F -0.202 1.567 -0.586 0.129


Stability check: which of them is most stable? *ii*.


*i*
14
Properties=species:S:1:pos:R:3:lowdin_charge:R:1 method="wB97M-V/def2-TZVPD" charge=0 lumo_ev=0.97 multiplicity=1 gap_ha=0.368
H -0.292 2.736 -0.776 0.154
C -0.047 1.721 -0.241 -0.178
C -1.184 -0.213 0.729 -0.234
H -1.453 -0.698 -1.150 0.047
H 2.023 1.790 -0.672 0.089
F 2.894 -0.220 0.320 -0.043
C -1.408 -1.067 -0.210 0.022
C 1.546 -0.093 0.379 -0.242
H -1.203 -0.362 1.787 0.118
H 1.210 -0.196 1.507 0.147
O -0.972 1.185 0.588 -0.068
C 1.191 1.219 -0.362 -0.050
H 0.891 -0.977 -0.070 0.116
H -1.529 -2.169 0.117 0.123


*ii*
14
Properties=species:S:1:pos:R:3:lowdin_charge:R:1 method="wB97M-V/def2-TZVPD" charge=0 lumo_ev=0.99 multiplicity=1 gap_ha=0.307
H 0.747 -1.290 1.171 0.083
C 0.146 -0.708 -0.891 -0.101
H -2.088 0.014 1.442 0.030
O -1.171 -0.170 -0.519 -0.127
H 2.702 0.040 1.456 0.125
H -0.134 1.636 -0.250 0.125
C 1.046 -0.760 0.317 -0.101
H -0.040 -1.537 -1.554 0.128
C -1.118 1.156 -0.023 -0.216
H 0.583 -0.001 -1.550 0.106
F 2.646 0.765 -0.390 0.009
C 2.155 -0.072 0.521 -0.151
H -1.945 1.737 -0.427 0.118
C -1.145 0.200 1.024 -0.027


Stability check: which of them is most stable? *i*.


*i*
9
Properties=species:S:1:pos:R:3:lowdin_charge:R:1 method="wB97M-V/def2-TZVPD" charge=-1 lumo_ev=4.93 multiplicity=1 gap_ha=0.321
H 0.410 0.681 -2.129 0.016
H -0.591 -0.474 3.104 -0.053
O -0.122 2.401 -1.106 -0.285
N -0.681 0.367 1.593 -0.171
N 0.091 0.086 2.652 -0.063
N -0.326 1.131 0.655 -0.121
N -0.359 2.289 0.172 -0.167
H 0.079 -0.455 -1.080 -0.022
O 0.237 -0.294 -2.007 -0.133


*ii*
9
Properties=species:S:1:pos:R:3:lowdin_charge:R:1 method="wB97M-V/def2-TZVPD" charge=-1 lumo_ev=4.76 multiplicity=1 gap_ha=0.291
O -1.124 -1.850 -0.068 -0.276
N 2.399 0.822 0.232 -0.046
H -2.039 -0.140 -0.157 -0.082
H 3.139 1.335 -0.207 -0.027
O -2.509 0.642 -0.003 -0.090
N 0.117 -1.577 0.065 -0.195
N 0.470 -0.371 -0.147 -0.102
H -1.973 0.943 0.744 0.022
N 1.520 0.196 -0.459 -0.204


Stability check: which of them is most stable? *i*.


*i*
18
Properties=species:S:1:pos:R:3:lowdin_charge:R:1 method="wB97M-V/def2-TZVPD" charge=0 lumo_ev=0.70 multiplicity=1 gap_ha=0.312
Cl -2.403 -1.002 -1.294 0.607
Cl -3.511 -0.124 1.297 0.632
H 1.900 -0.949 -1.569 0.002
C -2.721 1.530 -0.638 -0.128
H 3.295 -0.879 -0.629 0.074
H -0.847 -2.867 0.398 -0.186
H 2.373 0.558 -1.160 0.097
H -2.421 1.688 -1.752 0.096
H 2.446 0.851 1.925 0.080
C 1.544 0.850 1.277 -0.040
H 1.438 1.778 0.714 0.065
N 1.443 -0.377 0.321 -0.314
C 2.360 -0.487 -0.838 -0.041
H -3.274 2.297 -0.125 0.048
C 0.558 -1.224 0.737 -0.533
S 0.207 -2.567 -0.268 0.692
C -2.960 0.273 -0.274 -1.241
H 0.573 0.649 1.876 0.089


*ii*
18
Properties=species:S:1:pos:R:3:lowdin_charge:R:1 method="wB97M-V/def2-TZVPD" charge=0 lumo_ev=0.30 multiplicity=1 gap_ha=0.315
H -0.387 -0.513 -3.001 0.075
N 0.928 0.416 1.629 -0.310
H -2.135 1.697 -3.014 -0.239
H -0.920 -2.184 -2.586 0.115
C 1.663 0.231 0.571 -0.309
H 0.830 -1.776 -2.860 0.022
H -1.835 0.379 3.976 0.074
C 0.188 -0.840 -1.067 -0.209
H -0.936 1.965 3.466 0.072
C 1.383 -0.353 -0.680 -0.685
H -0.646 -0.686 -0.486 -0.012
C -0.829 0.802 3.495 -0.375
S -0.664 -0.032 1.848 0.813
C -0.055 -1.419 -2.418 -0.113
H 0.029 0.404 3.901 -0.036
H 2.654 0.576 0.661 0.073
Cl 2.769 -0.383 -1.693 0.720
Cl -2.037 1.718 -1.741 0.324


Stability check: which of them is most stable? *ii*.